42
Properties=species:S:1:pos:R:3:mulliken_charge:R:1 method="wB97M-V/def2-TZVPD" orbital_gap_ev=8.6 total_energy_ev=-38811.0404 relative_energy_kj_mol=224.9 smiles="CCc1cc2cccc(C)c2nc1SCC(=O)Nc1nonc1C" homo_ev=-8.4
C -4.82246 0.05277 0.72639 -1.07
C -3.53074 -0.08944 1.53367 -1.33
C -2.36291 0.44277 0.76405 0.12
C -1.83710 1.68763 0.98316 -0.82
C -0.76672 2.17345 0.20342 1.09
C -0.17984 3.43446 0.41410 -1.17
C 0.84008 3.85372 -0.39355 -0.71
C 1.28447 3.04987 -1.45201 -0.74
C 0.74504 1.81182 -1.70060 1.29
C 1.18170 0.98564 -2.86475 -1.22
C -0.27696 1.34046 -0.83800 -0.34
N -0.76428 0.09348 -1.00668 -0.41
C -1.73529 -0.32264 -0.24703 1.01
S -2.20397 -2.02349 -0.45388 -0.21
C -0.79167 -2.60606 -1.43472 -0.49
C 0.54754 -2.09558 -0.93688 0.25
O 1.46961 -1.90974 -1.69223 -0.67
N 0.63008 -1.96864 0.42723 -0.05
C 1.52459 -1.15608 1.09122 0.45
N 1.11843 -0.41352 2.09075 -0.34
O 2.19377 0.25397 2.53421 -0.09
N 3.28348 -0.06009 1.82148 -0.59
C 2.93761 -0.93160 0.91796 0.80
C 3.90249 -1.55865 -0.00721 -1.22
H -4.75134 -0.50783 -0.20261 0.33
H -5.00817 1.09795 0.48832 0.32
H -5.66509 -0.32996 1.29631 0.39
H -3.62402 0.45840 2.47288 0.43
H -3.36912 -1.14607 1.76144 0.39
H -2.23605 2.31293 1.76999 0.44
H -0.54857 4.05463 1.21786 0.45
H 1.30233 4.81636 -0.23279 0.40
H 2.07154 3.42010 -2.09341 0.38
H 0.34071 0.82719 -3.53866 0.32
H 1.51900 0.00522 -2.53781 0.13
H 1.98397 1.47764 -3.40821 0.39
H -0.82439 -3.69559 -1.37825 0.41
H -0.91098 -2.29308 -2.47168 0.35
H -0.24631 -2.07034 0.93172 0.37
H 4.86498 -1.06656 0.09278 0.38
H 3.54242 -1.48982 -1.03040 0.26
H 4.00816 -2.61503 0.23864 0.31